Entry 1:
Density functional theory data (ωB97M-V with the def2-TZVPD basis set) for one molecule with the formula F3HN2.

Cartesian coordinates (Å):
F (-0.395, -1.161, 1.340)
F (1.282, 0.128, 0.815)
F (-0.437, 0.086, -1.795)
N (-0.502, 0.284, -0.428)
N (0.336, -0.594, 0.188)
H (-0.283, 1.256, -0.119)

Force components x, y, z for each atom (eV/Å):
F 0.717 1.107 -1.398
F 0.834 0.630 0.876
F 0.457 0.422 0.442
N -0.724 0.146 1.580
N -1.236 -1.590 -0.339
H -0.047 -0.715 -1.161

Computed properties:
Relative energy (zero: lowest compared OMol25 entry of this formula, charge and spin), kcal per mole: 49.0
E_LUMO, eV: 0.65
Calculated total energy, hartree: -409.47006
Gap between HOMO and LUMO, Eh: 0.4457


Entry 2:
Density functional theory data (ωB97M-V with the def2-TZVPD basis set) for a 13-piece molecular cluster, F6H24O12P overall.

Cartesian coordinates (Å):
P (21.814, 19.581, -14.515)
F (21.430, 21.189, -14.596)
F (23.292, 19.953, -13.869)
F (20.313, 19.435, -15.275)
F (21.066, 19.501, -13.041)
F (21.958, 17.927, -14.574)
F (22.585, 19.727, -15.928)
O (19.541, 17.715, -11.393)
O (24.286, 19.519, -18.347)
O (24.632, 20.189, -11.217)
O (22.802, 17.294, -11.999)
O (23.870, 22.627, -12.509)
O (22.701, 17.578, -17.209)
O (18.906, 17.291, -14.258)
O (26.416, 18.678, -12.899)
O (23.559, 21.994, -17.368)
O (19.199, 21.865, -15.885)
O (23.529, 15.129, -14.396)
O (20.730, 15.472, -13.099)
H (23.685, 21.122, -17.744)
H (22.470, 16.440, -12.274)
H (23.001, 23.016, -12.612)
H (24.389, 14.923, -14.760)
H (22.896, 22.402, -17.925)
H (20.156, 15.686, -13.835)
H (18.902, 17.697, -13.391)
H (20.526, 16.132, -12.436)
H (22.838, 17.809, -12.805)
H (22.373, 18.121, -16.491)
H (20.221, 18.238, -10.968)
H (19.286, 17.956, -14.832)
H (21.945, 17.057, -17.480)
H (27.009, 19.325, -13.281)
H (23.315, 15.990, -14.756)
H (19.241, 17.113, -10.712)
H (23.731, 19.952, -11.435)
H (24.902, 19.800, -17.670)
H (18.493, 21.596, -15.297)
H (24.682, 21.129, -11.390)
H (23.817, 18.783, -17.956)
H (25.719, 19.197, -12.499)
H (19.994, 21.776, -15.360)
H (23.967, 22.053, -13.268)

Force components x, y, z for each atom (eV/Å):
P -1.751 1.748 -0.319
F 1.172 -0.209 0.851
F -1.537 -1.113 0.561
F 1.429 -0.932 0.377
F 1.246 -0.146 -1.323
F 0.410 1.831 0.426
F -0.778 -0.293 0.169
O -0.330 -0.133 -0.027
O 0.528 0.611 -0.506
O 0.464 -0.402 0.282
O 0.207 0.376 0.859
O 0.306 0.276 0.307
O 0.180 -0.744 -0.501
O -0.576 -0.563 -0.300
O 0.510 -0.463 -0.410
O 0.149 0.918 0.316
O -0.647 0.623 -0.447
O -0.041 -0.372 0.089
O 0.506 -0.869 0.364
H -0.197 -0.599 -0.348
H 0.017 -0.397 -0.411
H -0.239 0.027 -0.043
H 0.236 0.030 -0.054
H -0.160 0.081 -0.031
H -0.262 0.423 -0.206
H 0.155 0.140 0.433
H -0.323 0.449 0.031
H 0.057 -0.169 -0.052
H 0.017 0.103 0.030
H 0.479 0.224 -0.156
H 0.215 0.319 -0.172
H -0.060 -0.191 -0.182
H 0.110 0.105 -0.096
H -0.163 0.326 -0.110
H -0.175 -0.190 0.173
H -0.303 -0.145 -0.113
H 0.403 -0.118 0.170
H -0.104 -0.129 0.070
H -0.223 0.462 -0.084
H -0.617 -0.698 0.196
H -0.529 0.293 0.543
H 0.314 -0.211 0.062
H -0.100 -0.281 -0.416

Computed properties:
Net charge: -1
Relative energy (zero: lowest compared OMol25 entry of this formula, charge and spin), kcal per mole: 29.6
E_LUMO, eV: 2.61
Calculated total energy, hartree: -1858.16410
Gap between HOMO and LUMO, Eh: 0.3873


Entry 3:
Density functional theory data (ωB97M-V with the def2-TZVPD basis set) for F6KN3O12S6 as an isolated structure.

Cartesian coordinates (Å):
K (-22.327, 18.859, -19.183)
S (-21.440, 12.890, -14.954)
S (-16.948, 23.206, -17.337)
S (-17.204, 21.470, -15.750)
S (-20.283, 12.067, -16.686)
S (-27.855, 26.247, -20.256)
S (-25.729, 25.624, -19.716)
F (-17.368, 19.857, -15.857)
F (-28.388, 26.790, -21.607)
F (-24.186, 25.608, -20.227)
F (-20.427, 11.105, -17.983)
F (-17.106, 23.424, -18.899)
F (-22.532, 12.342, -13.872)
O (-22.029, 14.158, -15.465)
O (-28.576, 24.963, -20.142)
O (-18.254, 21.793, -14.822)
O (-28.243, 27.311, -19.317)
O (-20.205, 13.352, -17.409)
O (-19.042, 11.632, -16.080)
O (-17.909, 24.119, -16.787)
O (-15.828, 21.512, -15.252)
O (-25.475, 26.329, -18.484)
O (-15.563, 23.475, -17.086)
O (-20.315, 12.952, -13.976)
O (-25.991, 24.192, -19.623)
N (-17.461, 21.631, -17.290)
N (-26.298, 26.338, -20.919)
N (-21.584, 11.579, -15.749)

Force components x, y, z for each atom (eV/Å):
K 0.154 0.085 0.250
S -2.676 4.280 8.349
S -0.482 1.770 -1.940
S 1.164 -5.474 3.952
S 4.138 -1.448 -4.122
S -4.636 1.421 -1.064
S 7.928 -4.034 3.587
F -0.342 -0.152 0.121
F -1.319 0.617 -1.331
F -0.067 -0.089 -0.701
F -0.632 -0.259 0.885
F 0.016 -0.335 -0.268
F -0.731 0.662 -0.233
O 1.395 -2.990 0.883
O 2.039 2.266 0.050
O 0.389 0.655 -0.848
O 1.335 -2.037 -1.187
O -1.068 -1.811 1.854
O -1.324 0.154 -0.649
O 0.284 -0.387 0.026
O -1.851 0.878 -0.817
O -1.574 -0.015 -0.345
O -0.504 -0.389 -0.370
O -1.618 0.613 -3.083
O -0.238 1.431 0.070
N 1.274 3.390 0.056
N -3.486 0.344 0.875
N 2.432 0.856 -4.001

Computed properties:
Net charge: -2
Relative energy (zero: lowest compared OMol25 entry of this formula, charge and spin), kcal per mole: 164.1
E_LUMO, eV: 0.89
Calculated total energy, hartree: -4655.37111
Gap between HOMO and LUMO, Eh: 0.2389


Entry 4:
Density functional theory data (ωB97M-V with the def2-TZVPD basis set) for F6N3O12RbS6 as an isolated structure.

Cartesian coordinates (Å):
Rb (-0.499, -0.837, -0.628)
S (-2.899, -3.386, 1.293)
S (0.920, 2.146, -3.166)
S (3.266, 0.540, 0.774)
S (3.916, 0.349, 3.131)
S (-1.019, 2.678, -1.770)
S (-4.204, -1.942, -0.145)
F (-3.961, -0.616, -1.058)
F (1.984, 0.944, -3.278)
F (4.942, -0.565, 3.996)
F (-1.533, 1.899, -0.444)
F (-1.789, -4.396, 0.726)
F (3.888, -0.019, -0.590)
O (3.235, 1.964, 0.656)
O (1.976, -0.093, 0.796)
O (2.648, -0.110, 3.611)
O (-0.496, 3.863, -1.121)
O (4.318, 1.680, 3.520)
O (-5.053, -2.796, -0.930)
O (-4.893, -1.276, 0.941)
O (-3.998, -4.324, 1.279)
O (-2.360, -2.860, 2.503)
O (0.446, 2.181, -4.533)
O (-2.257, 2.801, -2.470)
O (1.747, 3.209, -2.651)
N (-0.027, 1.376, -2.184)
N (-2.714, -2.294, -0.002)
N (4.415, -0.115, 1.743)

Force components x, y, z for each atom (eV/Å):
Rb 0.512 0.186 0.325
S 2.105 -2.417 -0.771
S 4.335 -1.251 -3.068
S 0.092 -0.313 -2.243
S 1.384 0.559 4.944
S -2.070 -0.350 4.459
S -5.044 4.451 -2.129
F 0.395 -0.814 -0.458
F -0.041 -0.155 0.195
F -0.084 0.070 -0.400
F -0.030 -0.464 0.051
F 0.688 0.448 0.258
F 0.054 0.322 0.412
O 0.603 -0.596 0.254
O 0.164 -0.412 0.200
O -0.024 0.079 -0.646
O 0.309 -1.244 -1.764
O -0.347 -0.590 -0.526
O 1.056 -0.034 -0.050
O 1.038 -1.247 0.432
O 0.153 1.869 0.328
O -0.433 0.022 -0.372
O -0.193 0.798 1.033
O 0.702 -0.101 -1.159
O -1.329 -0.519 -0.464
N -1.658 3.646 0.344
N -0.404 -2.692 2.867
N -1.934 0.749 -2.049

Computed properties:
Net charge: -2
E_LUMO, eV: 3.82
Calculated total energy, hartree: -4079.68429
Gap between HOMO and LUMO, Eh: 0.3292


Entry 5:
Density functional theory data (ωB97M-V with the def2-TZVPD basis set) for FH18O9Y as an isolated structure.

Cartesian coordinates (Å):
Y (0.350, 2.292, 0.593)
F (0.137, 0.098, 0.225)
O (0.181, 2.057, -1.712)
O (-0.535, -1.427, 2.544)
O (-2.004, 1.898, -0.035)
O (-0.791, -0.844, -2.097)
O (-2.812, -1.375, -0.316)
O (0.611, -2.536, 0.020)
O (-0.444, 1.360, 2.663)
O (2.743, -0.831, -0.869)
O (2.623, 1.698, 0.326)
H (2.677, 0.742, 0.148)
H (0.686, 1.402, -2.228)
H (-1.989, -1.282, -0.832)
H (-0.394, -0.456, -1.312)
H (-2.634, -2.178, 0.190)
H (2.990, -1.493, -0.213)
H (-1.603, -0.354, -2.309)
H (3.416, 2.104, 0.072)
H (0.092, 1.498, 3.433)
H (1.536, -2.731, -0.260)
H (-2.323, 1.791, -0.944)
H (0.455, -1.613, 0.027)
H (-1.450, -1.465, 2.616)
H (-0.287, 2.468, -2.442)
H (2.499, -1.251, -1.724)
H (-2.779, 1.607, 0.425)
H (-0.588, 0.454, 2.421)
H (-0.358, -1.638, 1.601)

Force components x, y, z for each atom (eV/Å):
Y -1.096 -3.863 -0.397
F 0.646 2.773 0.626
O 0.534 0.063 -0.613
O 2.493 0.985 -1.138
O 0.779 0.766 -0.759
O -0.162 0.268 -0.853
O 0.641 0.256 0.344
O 0.806 -2.207 -0.021
O 0.305 3.410 -1.957
O -0.055 0.475 -0.372
O -3.084 -0.172 0.993
H 0.209 -0.679 -0.603
H 0.206 -0.405 0.580
H -0.524 -0.477 0.101
H -0.091 0.310 0.251
H -0.409 -0.092 -0.084
H 0.157 -0.214 -0.441
H 0.417 -0.220 -0.104
H 2.105 0.947 -0.588
H 0.215 -0.610 1.122
H -1.537 0.268 0.432
H 0.445 0.099 -0.110
H 0.588 1.393 -0.432
H -2.828 -0.520 0.457
H -0.529 0.791 -0.123
H 0.407 0.135 0.963
H -0.793 -0.432 1.311
H 0.115 -2.714 0.425
H 0.039 -0.332 0.991

Computed properties:
Net charge: +2
E_LUMO, eV: -8.85
Calculated total energy, hartree: -825.67982
Gap between HOMO and LUMO, Eh: 0.2924


Entry 6:
Density functional theory data (ωB97M-V with the def2-TZVPD basis set) for FH2IP2 as an isolated structure.

Cartesian coordinates (Å):
I (-0.405, -1.429, 2.859)
P (1.372, -0.744, 1.374)
P (0.582, 1.293, 1.358)
F (1.571, 1.933, 0.232)
H (-0.446, 1.035, 0.438)
H (0.512, -1.438, -0.582)

Force components x, y, z for each atom (eV/Å):
I -0.139 -0.018 0.036
P -0.911 -1.304 -2.771
P 0.184 0.525 -0.402
F -0.010 -0.010 0.298
H -0.329 -0.106 0.124
H 1.204 0.913 2.714

Computed properties:
Relative energy (zero: lowest compared OMol25 entry of this formula, charge and spin), kcal per mole: 52.5
E_LUMO (alpha / beta), eV: -1.34 / -1.35
Calculated total energy, hartree: -1081.39569
Gap between HOMO and LUMO (alpha / beta), Eh: 0.2908 / 0.2908


Entry 7:
Density functional theory data (ωB97M-V with the def2-TZVPD basis set) for one molecule with the formula FH2IP2.

Cartesian coordinates (Å):
I (2.490, -0.560, -1.620)
P (0.370, -1.031, 1.267)
P (1.490, 0.579, 0.244)
F (0.018, 0.015, 2.466)
H (-0.903, -0.635, 0.603)
H (0.404, 0.959, -0.320)

Force components x, y, z for each atom (eV/Å):
I 0.025 -0.281 -0.344
P -1.428 0.801 -0.417
P 3.122 -0.785 1.992
F 0.188 -0.248 0.592
H 1.058 -0.860 0.205
H -2.965 1.372 -2.028

Computed properties:
Relative energy (zero: lowest compared OMol25 entry of this formula, charge and spin), kcal per mole: 8.6
E_LUMO, eV: -0.25
Calculated total energy, hartree: -1081.46554
Gap between HOMO and LUMO, Eh: 0.3324


Entry 8:
Density functional theory data (ωB97M-V with the def2-TZVPD basis set) for FH2NS as an isolated structure.

Cartesian coordinates (Å):
S (-1.115, -0.229, -0.103)
F (-0.087, 2.077, 0.453)
N (0.216, 0.724, 0.257)
H (-0.649, -0.522, -1.334)
H (0.763, 0.377, 1.413)

Force components x, y, z for each atom (eV/Å):
S -0.263 -0.126 -0.090
F -0.475 0.238 0.093
N 3.534 -1.611 4.409
H -0.302 0.047 0.053
H -2.494 1.451 -4.465

Computed properties:
Relative energy (zero: lowest compared OMol25 entry of this formula, charge and spin), kcal per mole: 22.4
E_LUMO, eV: 0.35
Calculated total energy, hartree: -553.86825
Gap between HOMO and LUMO, Eh: 0.3792


Q: Which value of calculated total energy does entry 3 give?
A: -4655.37111 hartree


Q: What is the formula in the third record?
A: F6KN3O12S6